Entry 1:
This record from the Open Molecules 2025 dataset describes one molecule with the formula C4H9NO2. The level of theory is the ωB97M-V functional and the def2-TZVPD basis.

```
16
Properties=species:S:1:pos:R:3:forces:R:3:mulliken_charge:R:1
C 1.449722 -0.217908 1.277823 -0.9 0.2 -0.4 -0.9336
N 0.201065 -0.468252 0.551208 0.4 -0.1 0.5 0.1671
C -0.089863 -1.729251 0.132308 -0.1 0.3 0.1 0.1749
O 0.673732 -2.666059 0.179099 0.0 -0.2 0.0 -0.5713
C -0.705850 0.612513 0.291890 -0.5 0.3 -0.6 -0.7408
C -0.224585 1.557440 -0.821060 -0.6 -0.3 0.0 -0.2850
O -1.379733 2.239824 -1.311178 0.2 0.3 -0.6 -0.5172
H 1.213281 0.353937 2.167023 0.0 0.2 0.3 0.3290
H 1.856256 -1.172383 1.563555 0.3 -0.2 0.0 0.3359
H 2.133782 0.358519 0.668476 0.4 0.0 -0.1 0.2968
H -1.134236 -1.807496 -0.230050 0.2 -0.1 -0.1 0.2699
H -0.988474 1.190643 1.174696 0.3 -0.1 0.2 0.2982
H -1.633388 0.178827 -0.089084 0.0 0.0 0.0 0.2917
H 0.509569 2.280111 -0.452542 0.2 -0.1 -0.2 0.2492
H 0.165545 0.921641 -1.617719 0.4 0.1 0.0 0.3241
H -1.209576 2.514937 -2.234111 -0.1 -0.2 0.9 0.3113
```
Positions in Å, forces in eV/Å.

Output
Energy relative to the best compared isomer or geometry (same formula, charge and spin)   31.4 kcal/mol
Frontier orbital gap   10.1 eV
Lowest unoccupied orbital energy   0.026 Eh

=====

Entry 2:
This record from the Open Molecules 2025 dataset describes C35H53CuN4OP2S as an isolated structure. The level of theory is the ωB97M-V functional and the def2-TZVPD basis.

```
97
Properties=species:S:1:pos:R:3:forces:R:3:mulliken_charge:R:1
C 0.762425 2.820792 1.416444 0.3 1.4 0.5 0.7804
C -1.500401 2.248554 1.143249 -0.5 -0.4 -0.9 0.6168
C 0.435505 4.049674 1.990078 0.8 -0.9 -0.4 -0.9653
C -1.863265 3.391004 1.921837 0.4 0.8 0.4 -1.3483
C -0.901436 4.295925 2.324774 -0.7 -0.7 -0.1 -0.9429
H 1.230844 4.754334 2.188530 -0.1 0.1 0.0 0.5478
H -2.924005 3.572067 2.100730 0.4 0.0 0.0 0.4758
H -1.164522 5.191581 2.879057 -0.1 -0.1 -0.1 0.4172
N -0.159410 1.886851 1.139834 -0.4 -0.5 -0.5 1.0575
P 2.552878 0.753738 0.949780 1.0 1.1 0.6 1.1827
P -2.827870 0.280868 -0.664747 0.5 -2.8 0.2 1.3199
C 2.210944 2.556423 1.000035 -0.4 0.2 -0.1 -1.6207
H 2.386294 2.960087 -0.012187 -0.3 -0.1 0.3 0.4113
H 2.908182 3.093059 1.655483 -0.2 -0.2 -0.2 0.6802
C -2.528671 1.697345 0.317686 -0.6 0.3 1.4 -1.4812
H -3.513481 2.103266 0.595847 0.5 0.5 -0.1 0.3324
C -3.979676 0.887966 -2.085555 -0.1 -0.3 0.6 1.9106
C -3.504467 -1.197337 0.383496 -0.8 1.0 -0.2 2.0718
C 3.860682 0.607751 -0.396002 0.0 -0.2 0.4 1.9454
C 3.142853 0.471995 2.735659 0.1 -0.3 -0.4 2.2715
C -3.358883 0.309312 -3.373352 -0.2 0.0 0.0 -1.5423
H -3.326088 -0.788349 -3.356186 0.0 0.2 0.0 0.2906
H -3.964168 0.621298 -4.236329 0.1 -0.1 0.1 0.5020
H -2.338546 0.683998 -3.521745 -0.2 -0.1 0.0 0.2262
C -5.432877 0.419682 -1.939032 -0.1 0.1 -0.3 -1.9242
H -5.545539 -0.670836 -1.930187 0.0 0.3 0.1 0.3089
H -5.906420 0.844816 -1.046113 0.1 -0.1 -0.2 0.3732
H -5.996751 0.795236 -2.806146 0.0 -0.1 0.1 0.5023
C -3.990538 2.416696 -2.194086 0.0 0.0 -0.1 -1.6531
H -4.542221 2.685499 -3.106595 0.1 0.0 0.1 0.6072
H -4.499953 2.890901 -1.348651 0.1 -0.1 -0.1 0.2708
H -2.982906 2.831093 -2.279179 -0.4 0.0 0.0 0.1790
C -3.662729 -2.411044 -0.554123 0.0 0.2 0.2 -1.6153
H -2.702140 -2.685251 -1.007625 -0.2 0.1 0.0 0.0675
H -4.015660 -3.269653 0.035333 0.0 0.1 -0.1 0.5047
H -4.390114 -2.233965 -1.355731 0.2 -0.1 0.2 0.2051
C -2.481002 -1.537541 1.481846 -0.1 0.2 -0.2 -2.0329
H -1.483236 -1.733039 1.063854 -0.2 0.1 0.1 0.3396
H -2.401489 -0.727892 2.219106 0.0 -0.1 -0.2 0.2707
H -2.809450 -2.448488 2.008102 0.1 0.2 -0.1 0.6469
C -4.826114 -0.844125 1.072863 -0.2 -0.5 0.3 -1.7537
H -5.636121 -0.627109 0.367528 0.3 -0.1 0.2 0.3195
H -5.134366 -1.714099 1.674579 -0.2 0.2 0.0 0.5132
H -4.707217 0.012357 1.752199 0.0 -0.2 -0.2 0.3102
C 3.946340 -0.834507 2.802160 0.0 -0.2 0.2 -1.6573
H 4.135712 -1.061158 3.862209 0.0 0.0 -0.2 0.5659
H 3.383061 -1.674343 2.374060 0.3 0.3 0.1 0.0769
H 4.922173 -0.748090 2.304768 -0.2 0.0 0.1 0.3170
C 1.865727 0.334932 3.585460 0.0 0.0 -0.1 -1.4874
H 1.283175 1.264106 3.593626 0.1 -0.2 0.0 0.2791
H 1.229180 -0.482106 3.222095 0.1 0.1 0.1 0.0824
H 2.156815 0.107695 4.619777 0.0 0.0 -0.2 0.6113
C 3.988951 1.624390 3.297239 0.1 0.0 0.1 -1.7594
H 4.377792 1.303559 4.275999 -0.1 0.1 -0.2 0.5005
H 4.849127 1.872744 2.662401 -0.2 0.0 0.2 0.2645
H 3.391642 2.527761 3.474090 0.2 -0.2 0.0 0.3975
C 3.274422 1.162960 -1.712274 0.0 0.0 0.1 -1.7620
H 3.242020 2.259701 -1.725766 0.0 -0.3 0.0 0.3508
H 3.919313 0.842904 -2.544263 -0.1 0.1 0.2 0.6030
H 2.260621 0.781495 -1.902278 0.2 0.1 0.0 0.1013
C 4.217753 -0.873495 -0.616540 0.2 0.0 0.0 -1.6270
H 3.354589 -1.450881 -0.969158 0.1 0.1 0.1 0.2219
H 4.997665 -0.923078 -1.389243 -0.2 0.0 0.1 0.5730
H 4.611710 -1.354588 0.284595 -0.1 0.1 -0.2 0.3062
C 5.110520 1.401397 -0.000252 0.3 0.0 -0.3 -1.8071
H 4.889724 2.460311 0.191911 0.0 -0.3 0.0 0.2830
H 5.623358 0.972075 0.870381 -0.2 0.1 -0.2 0.3279
H 5.814587 1.361015 -0.844697 -0.1 0.1 0.2 0.5234
Cu 0.513008 0.084393 0.431441 -0.8 0.5 0.6 -1.9513
C 0.995412 -1.808432 0.431292 1.1 -0.2 1.8 1.4319
O 1.751689 -2.435074 1.152670 -1.3 0.4 -1.7 -0.6607
N -0.346144 0.647796 -1.305810 -1.5 4.3 -2.3 0.2959
C -0.807441 1.700297 -1.680384 4.0 -3.1 0.8 -0.1886
C -0.546849 2.852510 -2.511841 0.1 0.8 0.1 0.0470
C 0.159947 2.583313 -3.695474 -0.1 0.0 -0.3 -0.3635
C -0.874752 4.183692 -2.170366 -0.1 -0.3 -0.2 0.0533
C 0.429547 3.610217 -4.596273 0.0 0.2 0.2 -0.8768
H 0.494552 1.559665 -3.897541 -0.3 0.4 0.0 0.4171
C -0.611258 5.204650 -3.086710 0.3 -0.2 -0.1 -0.8602
H -1.320973 4.408566 -1.196910 0.0 -0.2 -0.4 0.4886
C 0.042162 4.922700 -4.295921 -0.1 -0.3 0.2 -0.4940
H 0.945067 3.386245 -5.531492 -0.1 0.1 0.3 0.4132
H -0.907308 6.232159 -2.869713 0.1 -0.3 0.1 0.4424
H 0.266278 5.726978 -4.998473 -0.1 -0.2 0.2 0.4050
C 0.459495 -5.178611 0.800215 0.0 -0.3 0.3 -0.7621
N 0.993099 -5.062844 -0.559899 0.3 0.2 -0.5 0.2338
C 1.659635 -6.078511 -1.238317 -0.2 0.4 0.1 -0.1683
C 1.976225 -5.617806 -2.470686 -0.2 0.6 0.2 -0.6755
N 1.518177 -4.303902 -2.524624 -0.1 -0.1 0.6 0.0985
C 0.923443 -3.978186 -1.351500 0.0 -0.9 -0.1 -0.2045
S 0.101040 -2.497488 -1.007179 0.0 -0.5 -1.0 -0.0585
H 1.167844 -4.758926 1.526503 -0.3 -0.1 -0.3 0.2719
H -0.504456 -4.661115 0.887416 0.3 -0.1 -0.2 0.2641
H 0.321744 -6.249085 0.990862 -0.1 0.3 0.0 0.4067
H 1.842914 -7.025714 -0.763303 0.0 0.0 -0.1 0.4472
H 2.482494 -6.082995 -3.293185 0.0 -0.1 -0.1 0.4376
H 1.590433 -3.639130 -3.289688 0.0 -0.4 0.2 0.2455
```
Positions in Å, forces in eV/Å.

Output
Spin multiplicity   2
Charge   +1
Frontier orbital gap (alpha / beta)   5.8 / 4.5 eV
Lowest unoccupied orbital energy (alpha / beta)   -0.091 / -0.134 Eh

=====

Entry 3:
This record from the Open Molecules 2025 dataset describes a 4-piece molecular cluster, C13H30Cl6O3Si overall. The level of theory is the ωB97M-V functional and the def2-TZVPD basis.

```
53
Properties=species:S:1:pos:R:3:forces:R:3:mulliken_charge:R:1
C -2.605522 -1.321620 0.203650 -0.4 -0.9 -0.4 -0.9141
C -2.334544 -1.715777 -1.375753 -0.5 -0.3 0.5 0.1322
O -2.024261 -0.500588 -2.175570 -2.2 -1.2 0.4 -0.4928
C -1.195774 -2.897544 -1.539921 -0.7 1.3 -0.3 -0.6779
O 0.180825 -2.358585 -1.325187 -0.8 -2.7 -0.5 -0.0560
Si 1.228473 -3.741412 -1.624036 0.6 1.4 1.4 0.4643
C 2.771695 -3.824914 -0.424305 0.6 -0.8 0.3 -0.6568
C 2.332436 -3.553035 1.131509 -0.8 -0.5 -0.1 -0.6108
C 2.172547 -1.975982 1.546931 0.3 0.4 1.1 0.6902
C 3.166937 -0.940910 0.755198 0.3 -0.1 0.5 -0.6103
O 2.673517 -0.544010 -0.580554 0.1 -0.5 1.6 -0.3747
H -2.613658 -2.333622 0.831988 0.1 2.2 -1.3 0.2720
H -3.698373 -0.887899 0.252768 2.3 -0.6 0.1 0.3401
H -1.807142 -0.588250 0.652550 -1.6 -1.4 -1.0 0.1164
H -3.351707 -2.141840 -1.813395 2.1 0.5 1.0 0.3846
H -2.933480 -0.123903 -2.427174 2.1 -0.8 0.6 0.3181
H -1.399594 -3.738687 -0.752345 0.1 1.5 -1.6 0.3118
H -1.282407 -3.299999 -2.636300 0.1 0.5 2.0 0.2886
H 1.616440 -3.829992 -3.046161 0.0 0.2 0.0 -0.2215
H 0.436657 -4.953865 -1.323491 -0.1 0.0 0.0 -0.1807
H 3.123786 -4.964446 -0.473010 -0.7 2.3 0.0 0.3242
H 3.682618 -3.195568 -0.803938 -1.8 -1.0 0.9 0.2938
H 1.251535 -4.043402 1.259991 2.3 0.9 -0.2 0.2180
H 3.038042 -4.177626 1.863754 -1.4 1.7 -1.6 0.3084
H 1.034266 -1.621576 1.485970 2.5 -0.8 -0.2 0.0889
H 2.451371 -1.881369 2.704023 -0.6 -0.2 -2.6 -0.3375
H 4.224984 -1.477293 0.626249 -2.3 1.2 0.0 0.2655
H 3.397561 0.035130 1.403023 -0.7 -2.1 -1.2 0.2001
H 1.720191 -0.228034 -0.545721 1.6 -0.8 0.4 0.1196
Cl 0.176982 1.055678 -0.765102 -0.5 0.5 -0.1 -0.0744
C 1.137750 2.402117 -1.426870 0.3 0.3 0.0 -0.5928
C 0.818184 3.723665 -0.746507 0.3 -0.1 0.0 -0.4566
Cl -0.816853 4.306942 -1.145552 -0.1 0.0 0.0 -0.1532
H 0.958147 2.449471 -2.505244 -0.1 0.0 0.3 0.3235
H 2.189970 2.147245 -1.268026 -0.2 0.0 0.1 0.3152
H 1.519169 4.493526 -1.082503 -0.1 -0.2 0.0 0.3299
H 0.894565 3.645856 0.342419 -0.1 -0.1 -0.2 0.3142
Cl 2.080348 -1.787024 5.278560 0.0 0.0 0.1 -0.1842
C 2.149491 -0.233170 6.147280 0.0 0.2 0.2 -0.4501
C 1.043658 0.716023 5.714072 0.0 -0.1 0.3 -0.4786
Cl 1.275041 1.301668 4.047855 0.0 -0.1 0.0 -0.1394
H 3.140680 0.201743 5.986707 -0.2 -0.1 -0.1 0.3067
H 2.046779 -0.461973 7.212388 -0.1 0.1 -0.2 0.3202
H 1.036691 1.598229 6.361085 0.1 -0.2 -0.1 0.3066
H 0.058862 0.242470 5.773848 0.3 0.0 -0.1 0.3070
Cl -4.990791 3.140309 -4.063933 0.0 0.0 0.0 -0.1706
C -4.821216 4.897633 -4.302619 0.1 0.3 -0.1 -0.4407
C -3.847368 5.519502 -3.314489 0.1 0.0 -0.3 -0.3451
Cl -4.481105 5.510016 -1.649831 0.0 0.0 0.0 -0.1782
H -5.815620 5.348023 -4.227121 0.2 -0.1 0.1 0.3278
H -4.458070 5.043981 -5.324413 0.0 0.0 0.2 0.2842
H -3.667857 6.565966 -3.578403 -0.1 -0.2 0.0 0.2889
H -2.884853 4.998721 -3.314344 -0.3 0.0 0.0 0.2357
```
Positions in Å, forces in eV/Å.

Output
Frontier orbital gap   10.1 eV
Lowest unoccupied orbital energy   0.024 Eh